[1]
{
  "formula": "C31H20IrN7O8",
  "method": "ωB97M-V/def2-TZVPD",
  "symbols": ["Ir", "O", "C", "C", "C", "C", "C", "C", "C", "N", "N", "C", "O", "C", "C", "C", "C", "C", "C", "H", "H", "H", "H", "H", "H", "H", "H", "H", "H", "O", "N", "O", "C", "C", "C", "C", "C", "C", "N", "C", "C", "N", "C", "C", "C", "C", "H", "H", "H", "H", "H", "H", "H", "O", "C", "O", "C", "C", "N", "N", "C", "C", "O", "O", "H", "H", "H"],
  "xyz": [[1.14, -0.16, 0.10], [2.62, 0.52, -1.29], [2.45, 1.56, -2.01], [3.55, 2.37, -2.34], [3.36, 3.52, -3.10], [2.09, 4.01, -3.35], [0.96, 3.24, -3.02], [1.11, 1.99, -2.35], [0.03, 1.10, -2.28], [-0.22, 0.28, -1.25], [-1.46, -0.22, -1.11], [-1.88, -1.11, -2.05], [-1.28, -1.69, -2.96], [-3.37, -1.27, -1.71], [-3.84, -1.76, -0.50], [-5.24, -1.68, -0.19], [-6.07, -1.03, -1.11], [-5.63, -0.74, -2.41], [-4.23, -0.91, -2.72], [4.55, 2.09, -1.97], [4.23, 4.12, -3.43], [1.97, 4.97, -3.87], [-0.05, 3.48, -3.37], [-0.76, 1.05, -3.05], [-3.21, -2.13, 0.29], [-5.59, -2.04, 0.77], [-7.10, -0.76, -0.87], [-6.28, -0.37, -3.14], [-3.85, -0.70, -3.74], [-2.71, 2.56, 5.87], [-1.70, 2.77, 5.16], [-0.83, 3.63, 5.42], [-1.39, 1.88, 4.10], [-1.95, 0.61, 4.20], [-1.61, -0.41, 3.28], [-2.12, -1.73, 3.24], [-1.49, -2.62, 2.35], [-0.62, -2.18, 1.38], [-0.23, -0.88, 1.33], [-0.66, 0.00, 2.25], [0.00, 1.28, 2.30], [1.09, 1.36, 1.49], [1.90, 2.40, 1.68], [1.50, 3.47, 2.43], [0.25, 3.49, 3.02], [-0.35, 2.26, 3.23], [-2.66, 0.48, 4.99], [-2.83, -1.98, 4.03], [-1.81, -3.62, 2.18], [-0.17, -2.89, 0.67], [2.89, 2.40, 1.22], [2.16, 4.36, 2.44], [-0.12, 4.39, 3.47], [5.28, -4.04, -0.33], [4.62, -3.94, -1.51], [5.01, -4.56, -2.51], [3.37, -3.18, -1.44], [2.49, -3.05, -2.47], [1.52, -2.15, -2.20], [1.68, -1.82, -0.80], [2.79, -2.39, -0.34], [3.32, -1.77, 0.88], [4.41, -2.22, 1.36], [2.72, -0.72, 1.31], [4.93, -3.27, 0.29], [2.72, -3.64, -3.33], [0.59, -2.03, -2.62]],
  "s2": 8.869,
  "e_lumo_ha": [-0.1834, -0.3296],
  "multiplicity": 6,
  "charge": 1,
  "e_above_lowest_kcal_mol": 106.6,
  "gap_ev": [2.65, 2.06]
}

[2]
{
  "formula": "C13H21N5O",
  "method": "ωB97M-V/def2-TZVPD",
  "symbols": ["C", "C", "N", "H", "H", "H", "C", "C", "N", "H", "H", "H", "C", "C", "N", "H", "H", "H", "C", "C", "N", "H", "H", "H", "C", "C", "N", "H", "H", "H", "C", "C", "O", "C", "H", "H", "H", "H", "H", "H"],
  "xyz": [[2.12, -4.83, -0.79], [3.42, -4.53, -1.41], [4.42, -4.31, -1.92], [2.15, -5.30, 0.19], [1.61, -5.45, -1.53], [1.51, -3.93, -0.75], [-5.09, -0.66, -0.37], [-5.98, -1.44, 0.49], [-6.64, -2.09, 1.17], [-4.07, -0.68, 0.00], [-5.39, 0.34, -0.63], [-5.05, -1.27, -1.29], [1.06, -0.47, 0.09], [-0.35, -0.09, 0.12], [-1.43, 0.30, 0.14], [1.32, -1.08, 0.95], [1.60, 0.47, 0.11], [1.25, -1.09, -0.79], [-2.66, 1.36, 2.90], [-2.45, 2.50, 3.79], [-2.29, 3.42, 4.45], [-3.41, 0.70, 3.35], [-1.73, 0.83, 2.70], [-3.02, 1.72, 1.94], [2.70, -3.40, -4.50], [1.53, -2.96, -3.73], [0.63, -2.66, -3.10], [3.64, -3.05, -4.10], [2.56, -3.19, -5.56], [2.70, -4.49, -4.42], [1.68, 4.19, 2.49], [1.39, 3.96, 1.02], [0.98, 2.91, 0.60], [1.52, 5.18, 0.12], [0.80, 4.12, 3.13], [2.15, 5.16, 2.63], [2.36, 3.40, 2.83], [1.68, 4.82, -0.89], [2.25, 5.93, 0.42], [0.55, 5.68, 0.14]],
  "smiles": "CC(C)=O.CC#N.CC#N.CC#N.CC#N.CC#N",
  "e_lumo_ha": 0.0141,
  "charge": 0,
  "e_above_lowest_kcal_mol": 71.2,
  "gap_ev": 10.30
}

[3]
{
  "formula": "C4H5BrNOP",
  "method": "ωB97M-V/def2-TZVPD",
  "symbols": ["C", "C", "C", "C", "N", "O", "P", "Br", "H", "H", "H", "H", "H"],
  "xyz": [[-0.74, 0.42, -0.83], [0.21, -0.28, -0.21], [2.01, 0.94, 0.68], [-2.00, 0.49, -1.11], [-1.75, -2.51, -0.27], [1.51, -0.20, -0.02], [-0.43, -1.97, 0.04], [-3.26, 1.33, 0.25], [2.72, 1.44, 0.12], [2.42, 0.63, 1.61], [1.16, 1.65, 1.00], [-2.55, 0.46, -2.06], [0.70, -2.41, 0.81]],
  "smiles": "COC(=C=CBr)[PH]#N",
  "e_lumo_ha": -0.0308,
  "charge": 0,
  "e_above_lowest_kcal_mol": 13.1,
  "gap_ev": 8.73
}

[4]
{
  "formula": "C3H5N2O",
  "method": "ωB97M-V/def2-TZVPD",
  "symbols": ["C", "C", "C", "N", "N", "O", "H", "H", "H", "H", "H"],
  "xyz": [[0.18, -2.03, 1.74], [-0.50, 0.67, -0.46], [0.09, 1.60, -1.43], [0.57, -0.24, 0.06], [0.28, -1.11, 0.95], [-1.61, 0.54, -0.06], [-0.03, -3.04, 1.41], [0.27, -1.87, 2.82], [0.88, 2.19, -0.96], [0.56, 1.04, -2.24], [-0.69, 2.25, -1.82]],
  "smiles": "C=[N+]=NC(C)=O",
  "e_lumo_ha": -0.2695,
  "charge": 1,
  "e_above_lowest_kcal_mol": 93.1,
  "gap_ev": 8.51
}